# C58H119NO13

14 unconnected molecules or ions with the total composition C58H119NO13 in a non-equilibrium geometry (the ωB97M-V functional and the def2-TZVPD basis, the OMol25 dataset).

Properties
relative energy (zero: lowest compared OMol25 entry of this formula, charge and spin)	59.09	kcal/mol
2S+1	1

Last column: Löwdin charge in e.
Atoms and positions in Å:
1 C 7.546 3.839 -8.783  -0.166
2 C 7.681 4.526 -7.411  -0.166
3 C 9.195 4.616 -7.226  -0.238
4 O 9.624 4.915 -8.509  -0.120
5 C 8.659 4.553 -9.498  -0.216
6 H 6.585 3.987 -9.276  0.112
7 H 7.736 2.767 -8.739  0.113
8 H 7.227 3.890 -6.651  0.104
9 H 7.253 5.510 -7.218  0.114
10 H 9.628 3.677 -6.878  0.111
11 H 9.508 5.281 -6.421  0.119
12 H 9.006 3.907 -10.305  0.116
13 H 8.268 5.455 -9.968  0.117
14 C -1.274 -7.312 8.217  -0.197
15 C 0.165 -7.316 8.701  -0.173
16 C 0.702 -8.469 7.919  -0.242
17 O -0.321 -9.438 7.908  -0.129
18 C -1.570 -8.762 8.228  -0.199
19 H -1.414 -6.880 7.226  0.116
20 H -1.979 -6.730 8.811  0.116
21 H 0.133 -7.473 9.779  0.119
22 H 0.681 -6.385 8.465  0.116
23 H 1.667 -8.920 8.152  0.123
24 H 0.889 -8.095 6.913  0.113
25 H -1.869 -9.097 9.221  0.118
26 H -2.319 -9.098 7.512  0.120
27 C 10.239 8.210 0.319  -0.187
28 C 9.724 7.154 1.246  -0.186
29 C 8.848 6.310 0.317  -0.199
30 O 8.305 7.240 -0.604  -0.129
31 C 9.030 8.447 -0.580  -0.216
32 H 11.079 7.823 -0.258  0.112
33 H 10.622 9.070 0.868  0.114
34 H 9.145 7.508 2.099  0.114
35 H 10.587 6.633 1.661  0.112
36 H 8.111 5.688 0.826  0.119
37 H 9.500 5.646 -0.250  0.114
38 H 8.503 9.290 -0.133  0.115
39 H 9.312 8.699 -1.602  0.117
40 C 3.795 2.988 7.852  -0.199
41 C 3.124 4.054 7.097  -0.202
42 C 4.288 4.864 6.629  -0.236
43 O 5.387 4.021 6.452  -0.103
44 C 5.117 2.809 7.116  -0.207
45 H 3.294 2.021 7.886  0.114
46 H 3.959 3.282 8.888  0.114
47 H 2.379 4.667 7.604  0.122
48 H 2.605 3.543 6.286  0.118
49 H 4.571 5.518 7.454  0.121
50 H 3.948 5.495 5.808  0.124
51 H 5.893 2.542 7.835  0.117
52 H 5.045 1.968 6.426  0.115
53 C -6.652 6.806 -3.103  -0.209
54 C -6.652 5.864 -1.971  -0.188
55 C -7.883 6.288 -1.155  -0.168
56 O -7.968 7.719 -1.406  -0.154
57 C -7.074 8.100 -2.460  -0.215
58 H -7.453 6.620 -3.818  0.120
59 H -5.703 6.915 -3.627  0.120
60 H -5.789 5.969 -1.313  0.118
61 H -6.777 4.852 -2.356  0.114
62 H -7.773 6.156 -0.078  0.116
63 H -8.785 5.813 -1.540  0.113
64 H -6.186 8.451 -1.934  0.112
65 H -7.450 8.870 -3.134  0.122
66 C -4.651 -9.526 0.989  -0.163
67 C -5.245 -10.942 1.116  -0.172
68 C -4.722 -11.634 -0.149  -0.210
69 O -4.591 -10.615 -1.138  -0.154
70 C -4.637 -9.296 -0.553  -0.173
71 H -3.699 -9.431 1.510  0.104
72 H -5.298 -8.794 1.472  0.100
73 H -6.334 -10.971 1.108  0.108
74 H -4.903 -11.464 2.009  0.106
75 H -5.393 -12.424 -0.484  0.117
76 H -3.720 -12.009 0.063  0.113
77 H -5.559 -8.807 -0.868  0.113
78 H -3.744 -8.723 -0.801  0.111
79 C -0.934 8.954 1.623  -0.190
80 C -0.332 8.624 0.277  -0.183
81 C 1.135 8.896 0.584  -0.255
82 O 1.179 10.014 1.414  -0.140
83 C -0.146 10.233 2.010  -0.146
84 H -0.842 8.088 2.278  0.112
85 H -1.982 9.177 1.420  0.108
86 H -0.588 9.393 -0.452  0.114
87 H -0.569 7.628 -0.099  0.115
88 H 1.687 9.144 -0.322  0.118
89 H 1.621 8.062 1.090  0.116
90 H -0.654 11.030 1.466  0.115
91 H -0.153 10.275 3.099  0.115
92 C -9.988 0.838 -6.811  -0.161
93 C -8.599 0.207 -6.956  -0.181
94 C -8.721 -1.139 -6.314  -0.221
95 O -10.059 -1.502 -6.622  -0.131
96 C -10.870 -0.346 -6.448  -0.207
97 H -10.364 1.296 -7.726  0.106
98 H -9.918 1.601 -6.036  0.106
99 H -7.827 0.882 -6.587  0.110
100 H -8.330 0.013 -7.994  0.110
101 H -8.536 -1.136 -5.240  0.116
102 H -7.981 -1.844 -6.694  0.121
103 H -11.182 -0.251 -5.408  0.112
104 H -11.787 -0.425 -7.032  0.119
105 C 10.186 -2.390 -2.906  -0.205
106 C 9.463 -3.009 -1.736  -0.184
107 C 9.424 -1.866 -0.798  -0.247
108 O 10.632 -1.167 -0.994  -0.137
109 C 11.264 -1.500 -2.289  -0.148
110 H 9.544 -1.808 -3.567  0.110
111 H 10.605 -3.149 -3.567  0.110
112 H 10.098 -3.830 -1.403  0.121
113 H 8.481 -3.365 -2.049  0.118
114 H 9.381 -2.217 0.233  0.119
115 H 8.565 -1.205 -0.915  0.119
116 H 12.147 -2.113 -2.112  0.112
117 H 11.493 -0.707 -3.000  0.113
118 C 2.437 -11.854 1.366  -0.190
119 C 2.566 -11.690 -0.110  -0.173
120 C 3.992 -11.084 -0.259  -0.142
121 O 4.620 -11.151 1.064  -0.161
122 C 3.886 -12.026 1.877  -0.222
123 H 1.893 -12.730 1.720  0.109
124 H 1.925 -10.995 1.799  0.111
125 H 1.764 -11.015 -0.411  0.106
126 H 2.392 -12.650 -0.594  0.109
127 H 3.973 -10.029 -0.529  0.114
128 H 4.630 -11.695 -0.897  0.111
129 H 4.035 -11.799 2.933  0.116
130 H 4.295 -13.033 1.791  0.112
131 C 0.091 0.702 -8.922  -0.197
132 C -0.188 2.168 -8.600  -0.144
133 C -0.812 2.670 -9.927  -0.192
134 O -1.426 1.495 -10.444  -0.164
135 C -1.018 0.277 -9.812  -0.212
136 H 0.100 0.072 -8.033  0.113
137 H 1.051 0.597 -9.427  0.115
138 H 0.742 2.673 -8.340  0.109
139 H -1.005 2.224 -7.880  0.113
140 H -0.119 3.006 -10.698  0.111
141 H -1.635 3.382 -9.860  0.114
142 H -0.651 -0.422 -10.563  0.117
143 H -1.879 -0.145 -9.295  0.118
144 C -4.013 1.839 9.278  -0.157
145 C -4.298 3.229 8.588  -0.156
146 C -4.105 2.945 7.139  -0.249
147 O -4.568 1.625 7.044  -0.156
148 C -4.009 0.832 8.141  -0.170
149 H -4.780 1.680 10.036  0.100
150 H -3.098 1.761 9.865  0.101
151 H -3.576 3.955 8.962  0.108
152 H -5.344 3.493 8.742  0.112
153 H -3.058 2.981 6.836  0.118
154 H -4.697 3.587 6.488  0.125
155 H -3.021 0.459 7.874  0.110
156 H -4.583 -0.069 8.357  0.115
157 C -10.281 -2.642 1.879  -0.200
158 C -9.522 -1.635 2.622  -0.213
159 C -8.920 -0.771 1.592  -0.173
160 O -9.851 -0.877 0.459  -0.108
161 C -10.784 -1.857 0.710  -0.262
162 H -11.068 -3.113 2.468  0.120
163 H -9.725 -3.484 1.465  0.120
164 H -8.772 -2.220 3.155  0.120
165 H -10.137 -1.088 3.336  0.125
166 H -7.859 -0.976 1.453  0.116
167 H -8.859 0.243 1.985  0.114
168 H -10.920 -2.498 -0.161  0.122
169 H -11.723 -1.367 0.966  0.120
170 C 1.886 1.241 -0.888  -0.073
171 C 1.453 0.524 0.437  -0.252
172 N 0.772 -0.751 0.204  -0.201
173 C 0.797 -1.534 1.400  -0.280
174 C 2.156 -2.237 1.654  -0.069
175 C -0.575 -0.357 -0.134  -0.254
176 C -1.305 -1.569 -0.857  -0.075
177 H 2.577 0.634 -1.474  0.071
178 H 2.393 2.177 -0.656  0.065
179 H 1.050 1.522 -1.528  0.053
180 H 2.382 0.301 0.961  0.097
181 H 0.897 1.192 1.094  0.113
182 H 0.460 -0.930 2.243  0.112
183 H 0.016 -2.293 1.363  0.104
184 H 2.039 -2.882 2.525  0.070
185 H 2.417 -2.791 0.752  0.073
186 H 3.003 -1.555 1.737  0.056
187 H -0.602 0.439 -0.878  0.098
188 H -1.165 -0.060 0.732  0.113
189 H -0.661 -2.017 -1.614  0.069
190 H -2.226 -1.289 -1.369  0.059
191 H -1.568 -2.349 -0.143  0.050

***

# C58H126F12N2O35S4

A molecular structure, C58H126F12N2O35S4 in a non-equilibrium geometry (the ωB97M-V functional and the def2-TZVPD basis, the OMol25 dataset).

Properties
2S+1	1
total charge	-2

Last column: Löwdin charge in e.
Atoms and positions in Å:
1 C -1.859 8.417 2.208  -0.674
2 F -2.144 9.624 2.651  0.132
3 F -1.238 7.751 3.195  0.112
4 F -2.978 7.784 1.845  0.139
5 S -0.600 8.663 0.835  0.694
6 O -0.630 10.066 0.501  -0.326
7 O 0.727 8.251 1.345  -0.336
8 N -1.167 7.706 -0.554  -0.301
9 S -0.664 6.204 -0.271  0.656
10 O -0.327 5.838 1.146  -0.365
11 O -1.452 5.107 -0.967  -0.348
12 C 1.025 6.213 -1.231  -0.649
13 F 0.947 7.137 -2.160  0.129
14 F 2.033 6.538 -0.387  0.106
15 F 1.262 5.047 -1.819  0.133
16 C 0.531 -1.493 -3.967  -0.587
17 F 0.454 -0.380 -4.678  0.147
18 F -0.174 -2.450 -4.541  0.113
19 F 1.783 -2.054 -3.880  0.095
20 S -0.304 -1.308 -2.120  0.705
21 O -1.780 -1.261 -2.199  -0.316
22 O 0.270 -2.392 -1.354  -0.324
23 N 0.383 0.210 -1.753  -0.278
24 S 0.926 0.020 -0.319  0.580
25 O -0.007 -0.584 0.687  -0.356
26 O 2.231 -0.597 -0.137  -0.307
27 C 0.947 1.834 0.260  -0.543
28 F -0.291 2.468 0.238  0.085
29 F 1.379 1.924 1.523  0.130
30 F 1.773 2.523 -0.599  0.083
31 C -6.887 0.981 2.575  -0.081
32 O -7.066 -0.410 2.866  -0.163
33 C -6.507 -1.352 2.020  -0.212
34 C -6.766 -1.313 0.476  -0.177
35 O -6.149 -0.230 -0.157  -0.127
36 C -4.756 -0.331 -0.314  -0.199
37 C -4.115 0.702 -1.227  -0.195
38 O -4.632 2.034 -1.046  -0.163
39 C -4.074 2.667 0.102  -0.085
40 H -5.835 1.231 2.710  0.075
41 H -7.299 1.592 3.377  0.084
42 H -7.020 1.371 1.566  0.086
43 H -6.592 -2.330 2.493  0.111
44 H -5.423 -1.320 2.125  0.096
45 H -7.809 -1.196 0.181  0.123
46 H -6.486 -2.255 0.004  0.108
47 H -4.543 -1.222 -0.904  0.125
48 H -4.171 -0.114 0.580  0.105
49 H -4.263 0.379 -2.257  0.111
50 H -3.059 0.649 -0.960  0.106
51 H -4.334 2.138 1.019  0.064
52 H -4.431 3.685 0.263  0.095
53 H -2.992 2.781 0.166  0.072
54 C -3.856 -2.737 -4.720  -0.117
55 O -4.694 -2.235 -5.713  -0.170
56 C -4.064 -1.770 -6.924  -0.165
57 C -5.091 -1.127 -7.916  -0.153
58 O -5.895 -2.133 -8.487  -0.150
59 C -5.346 -3.172 -9.244  -0.184
60 C -4.776 -2.598 -10.577  -0.189
61 O -5.795 -2.008 -11.421  -0.200
62 C -5.333 -1.512 -12.712  -0.087
63 H -3.170 -1.999 -4.305  0.070
64 H -3.310 -3.616 -5.064  0.086
65 H -4.500 -3.065 -3.905  0.089
66 H -3.541 -2.568 -7.451  0.099
67 H -3.261 -1.044 -6.798  0.123
68 H -4.707 -0.553 -8.759  0.113
69 H -5.765 -0.416 -7.438  0.130
70 H -6.107 -3.924 -9.454  0.129
71 H -4.510 -3.651 -8.735  0.106
72 H -4.381 -3.467 -11.102  0.112
73 H -3.970 -1.889 -10.384  0.114
74 H -6.218 -1.329 -13.321  0.081
75 H -4.627 -2.228 -13.132  0.076
76 H -4.819 -0.557 -12.602  0.077
77 C -3.641 3.065 -3.909  -0.140
78 O -2.289 3.300 -4.039  -0.147
79 C -1.519 2.713 -2.968  -0.147
80 C -0.067 2.753 -3.475  -0.191
81 O 0.128 3.935 -4.218  -0.143
82 C 1.442 4.042 -4.769  -0.171
83 C 1.390 5.448 -5.400  -0.190
84 O 0.065 5.917 -5.660  -0.162
85 C 0.027 7.145 -6.451  -0.102
86 H -3.899 2.034 -3.666  0.062
87 H -4.299 3.186 -4.770  0.077
88 H -4.043 3.706 -3.125  0.091
89 H -1.743 1.647 -2.943  0.096
90 H -1.681 3.111 -1.967  0.090
91 H 0.140 1.905 -4.127  0.098
92 H 0.630 2.643 -2.643  0.088
93 H 1.589 3.232 -5.483  0.113
94 H 2.293 3.966 -4.093  0.117
95 H 1.846 5.381 -6.388  0.107
96 H 1.955 6.144 -4.779  0.113
97 H 0.343 7.139 -7.494  0.067
98 H 0.563 7.981 -6.001  0.077
99 H -0.976 7.552 -6.577  0.076
100 C -0.651 -3.075 3.364  -0.094
101 O -1.983 -2.855 3.020  -0.184
102 C -2.353 -2.989 1.664  -0.181
103 C -3.704 -3.631 1.512  -0.139
104 O -3.777 -5.119 1.638  -0.113
105 C -5.085 -5.589 1.266  -0.216
106 C -5.161 -7.092 1.516  -0.173
107 O -4.992 -7.302 2.927  -0.194
108 C -5.993 -6.927 3.834  -0.111
109 H -0.142 -2.164 3.049  0.074
110 H -0.293 -3.973 2.861  0.088
111 H -0.491 -3.204 4.434  0.085
112 H -1.682 -3.572 1.032  0.135
113 H -2.349 -1.936 1.381  0.113
114 H -4.186 -3.168 0.651  0.103
115 H -4.389 -3.311 2.297  0.105
116 H -5.359 -5.377 0.232  0.118
117 H -5.870 -5.037 1.783  0.102
118 H -4.456 -7.731 0.983  0.124
119 H -6.078 -7.470 1.066  0.112
120 H -6.934 -7.460 3.698  0.083
121 H -6.070 -5.845 3.723  0.077
122 H -5.631 -7.120 4.844  0.088
123 C -2.155 1.007 2.452  -0.086
124 O -2.741 2.153 3.130  -0.191
125 C -1.839 3.272 3.212  -0.154
126 C -2.488 4.396 4.037  -0.175
127 O -3.782 4.653 3.509  -0.129
128 C -4.566 5.701 4.172  -0.144
129 C -6.008 5.677 3.636  -0.221
130 O -6.060 5.971 2.271  -0.168
131 C -7.170 5.314 1.664  -0.106
132 H -1.196 0.868 2.952  0.054
133 H -2.001 1.127 1.380  0.057
134 H -2.753 0.110 2.614  0.081
135 H -1.436 3.750 2.319  0.107
136 H -0.992 2.796 3.708  0.103
137 H -1.898 5.311 4.097  0.115
138 H -2.550 4.117 5.089  0.110
139 H -4.162 6.696 3.988  0.109
140 H -4.553 5.576 5.254  0.115
141 H -6.620 6.437 4.122  0.121
142 H -6.444 4.687 3.773  0.112
143 H -6.802 4.326 1.386  0.080
144 H -7.488 5.870 0.782  0.086
145 H -8.091 5.118 2.212  0.078
146 C 5.179 0.634 1.749  -0.117
147 O 6.288 1.175 1.080  -0.162
148 C 6.505 0.547 -0.217  -0.171
149 C 7.484 1.350 -1.040  -0.184
150 O 8.411 2.053 -0.187  -0.159
151 C 9.499 2.646 -0.904  -0.163
152 C 10.185 3.645 0.049  -0.233
153 O 9.398 3.792 1.204  -0.150
154 C 10.075 4.700 2.095  -0.096
155 H 4.962 1.172 2.672  0.086
156 H 5.520 -0.329 2.130  0.083
157 H 4.245 0.547 1.195  0.071
158 H 5.591 0.417 -0.795  0.123
159 H 6.921 -0.458 -0.138  0.117
160 H 6.924 1.996 -1.716  0.119
161 H 8.074 0.739 -1.722  0.114
162 H 9.002 3.256 -1.659  0.121
163 H 10.110 1.781 -1.160  0.123
164 H 10.493 4.557 -0.463  0.115
165 H 11.145 3.162 0.231  0.108
166 H 9.293 5.194 2.673  0.089
167 H 10.612 5.561 1.696  0.075
168 H 10.793 4.103 2.657  0.086
169 C 1.114 1.108 4.810  -0.075
170 O 0.804 -0.038 5.607  -0.188
171 C -0.572 -0.197 5.896  -0.170
172 C -0.971 0.495 7.231  -0.154
173 O -0.745 1.915 7.229  -0.147
174 C -0.711 2.532 8.512  -0.185
175 C 0.585 2.444 9.434  -0.125
176 O 1.566 3.394 8.846  -0.208
177 C 2.684 3.729 9.714  -0.109
178 H 2.201 1.181 4.808  0.081
179 H 0.770 1.999 5.336  0.084
180 H 0.777 1.088 3.774  0.063
181 H -0.718 -1.266 6.055  0.115
182 H -1.181 0.104 5.043  0.115
183 H -0.401 0.083 8.064  0.111
184 H -2.027 0.321 7.435  0.119
185 H -1.609 2.304 9.086  0.109
186 H -0.999 3.573 8.367  0.120
187 H 1.026 1.459 9.278  0.109
188 H 0.382 2.695 10.475  0.110
189 H 2.332 4.020 10.704  0.070
190 H 3.225 4.587 9.315  0.081
191 H 3.411 2.927 9.847  0.075
192 C 4.382 -0.412 5.877  -0.077
193 O 3.864 -0.688 4.555  -0.210
194 C 3.248 -1.897 4.278  -0.206
195 C 2.648 -1.894 2.856  -0.143
196 O 2.496 -3.251 2.405  -0.151
197 C 2.060 -3.467 1.042  -0.184
198 C 2.036 -4.939 0.702  -0.185
199 O 3.365 -5.437 0.622  -0.196
200 C 3.945 -5.964 1.788  -0.112
201 H 4.967 -1.264 6.224  0.076
202 H 3.621 -0.290 6.647  0.074
203 H 4.970 0.506 5.915  0.086
204 H 2.515 -2.157 5.043  0.114
205 H 3.986 -2.681 4.448  0.115
206 H 3.299 -1.391 2.140  0.101
207 H 1.723 -1.325 2.772  0.100
208 H 2.632 -2.984 0.250  0.119
209 H 1.072 -3.013 0.970  0.089
210 H 1.627 -4.980 -0.307  0.124
211 H 1.420 -5.564 1.349  0.120
212 H 4.929 -6.351 1.525  0.076
213 H 3.291 -6.757 2.150  0.081
214 H 4.065 -5.170 2.526  0.076
215 C 7.041 -10.490 -2.137  -0.063
216 O 7.031 -9.026 -2.253  -0.227
217 C 8.046 -8.424 -1.459  -0.208
218 C 7.920 -6.880 -1.500  -0.162
219 O 7.883 -6.355 -2.830  -0.142
220 C 6.914 -6.843 -3.809  -0.154
221 C 6.564 -5.814 -4.980  -0.170
222 O 5.875 -4.651 -4.529  -0.189
223 C 4.576 -4.868 -4.024  -0.103
224 H 6.791 -10.729 -1.104  0.084
225 H 8.060 -10.848 -2.279  0.073
226 H 6.473 -10.951 -2.945  0.086
227 H 8.965 -8.592 -2.020  0.119
228 H 8.181 -8.793 -0.442  0.121
229 H 8.748 -6.423 -0.957  0.126
230 H 6.955 -6.581 -1.089  0.121
231 H 5.989 -6.985 -3.250  0.101
232 H 7.063 -7.824 -4.259  0.107
233 H 6.005 -6.366 -5.735  0.110
234 H 7.473 -5.426 -5.438  0.117
235 H 3.959 -3.971 -4.077  0.081
236 H 4.686 -5.120 -2.969  0.086
237 H 4.036 -5.644 -4.565  0.088

***

We obtain Kohn-Sham gap values of 9.246; 7.731 eV for the records listed above, in that order.